[1]
Below is a molecular structure, C22H25HfN7O6, with properties calculated with the ωB97M-V functional and the def2-TZVPD basis.

Structure (XYZ):
```
61
Properties=species:S:1:pos:R:3:forces:R:3
Hf -0.100 0.492 0.666 -1.5 1.9 1.0
O 1.682 1.829 0.667 0.8 0.3 -0.8
C 2.287 3.102 1.227 -0.4 -0.2 -0.2
C 1.197 4.091 1.648 0.1 1.9 0.1
N 0.041 3.591 2.310 -0.1 -1.4 0.2
C -1.295 3.904 1.834 0.2 -0.3 0.1
C -1.493 3.413 0.394 -0.3 0.8 -0.1
O -1.879 4.128 -0.506 0.5 -1.3 0.7
O -1.183 2.107 0.267 -0.2 0.0 -0.4
C 0.278 2.881 3.559 -1.9 0.0 0.1
C 0.896 1.468 3.445 0.9 0.7 0.5
O 1.932 1.101 3.979 -2.1 0.3 -1.2
O 0.132 0.734 2.610 0.5 -1.0 0.4
H 2.294 1.401 0.040 0.2 0.6 0.4
H 2.843 2.795 2.115 0.1 -0.1 -0.3
H 2.954 3.564 0.466 -0.5 -0.5 0.5
H 1.748 4.807 2.331 -0.3 -0.5 -0.6
H 0.808 4.747 0.846 0.6 -0.5 -0.1
H -1.947 3.325 2.481 -0.4 -0.1 -0.1
H -1.638 4.951 1.904 0.6 -0.2 -0.1
H 0.939 3.490 4.125 0.5 0.3 1.1
H -0.749 2.772 4.074 1.8 0.1 -0.4
N 1.626 -1.812 2.355 0.3 0.0 -0.1
C 2.154 -1.854 1.111 -1.8 0.9 3.0
N 3.178 -2.583 0.855 0.8 -0.4 -1.6
C 3.550 -2.553 -0.453 0.9 -1.6 0.7
N 4.629 -3.321 -0.735 -0.6 1.9 -1.4
N 2.889 -1.903 -1.448 -0.4 0.2 0.6
C 1.868 -1.182 -1.022 0.6 -0.6 0.2
N 1.464 -1.052 0.250 0.5 -0.3 -1.1
C 1.141 -0.344 -1.966 1.8 0.9 -2.9
C 1.748 -0.174 -3.216 0.6 -0.3 -0.4
C 1.379 0.860 -4.073 -0.2 0.1 -1.1
C 0.272 1.614 -3.689 -0.3 0.7 1.2
C -0.275 1.459 -2.397 0.7 -1.4 -0.7
N 0.207 0.496 -1.559 -1.0 0.8 -0.1
H 2.093 -2.319 3.092 0.1 0.1 0.0
H 1.100 -0.975 2.625 0.3 -0.6 0.2
H 5.121 -3.665 0.078 0.2 -0.1 -0.3
H 5.111 -3.095 -1.636 -0.5 -0.7 1.4
H 2.597 -0.817 -3.446 -0.3 0.2 0.0
H 1.902 1.082 -5.072 -0.8 -0.6 1.8
H -0.115 2.445 -4.269 0.1 -0.2 -0.2
H -1.115 2.019 -2.008 0.2 0.3 -0.1
C -3.902 -0.254 -0.116 -1.3 0.4 -0.4
C -2.723 -1.183 -0.151 -0.8 1.0 0.8
O -1.692 -0.773 0.525 -0.8 -1.2 -1.3
C -2.818 -2.472 -0.772 0.3 -1.8 0.5
C -1.628 -3.258 -0.847 -0.8 0.2 -1.5
C -1.622 -4.549 -1.358 0.1 -0.1 0.8
C -2.856 -5.216 -1.518 0.8 -1.3 -0.4
C -4.029 -4.504 -1.431 -1.5 0.4 0.1
C -4.045 -3.163 -1.100 2.2 0.7 0.0
H -4.117 0.037 0.951 0.3 -0.2 -1.0
H -4.839 -0.715 -0.546 1.2 0.4 0.6
H -3.750 0.695 -0.724 0.2 -1.1 0.8
H -0.711 -2.722 -0.753 0.7 0.0 0.5
H -0.645 -5.030 -1.525 -0.8 0.0 0.1
H -2.927 -6.322 -1.738 0.4 1.5 0.1
H -5.021 -4.957 -1.615 0.9 0.0 0.1
H -4.947 -2.634 -1.144 -1.2 0.6 0.2
```
Positions in Å, forces in eV/Å.

Results
HOMO energy = -13.81 eV
Total energy = -47234.303 eV
HOMO-LUMO gap = 6.69 eV
M = 661.975 g mol⁻¹
Net charge = +2
Energy above the lowest of the compared OMol25 structures with the same formula, charge and spin = 22.5 kcal/mol

[2]
Below is a single C22H25N3O2S molecule, with properties calculated with the ωB97M-V functional and the def2-TZVPD basis.

Structure (XYZ):
```
53
Properties=species:S:1:pos:R:3:forces:R:3
C -0.261 -0.847 -6.693 0.3 0.1 0.5
S 1.157 -0.400 -5.649 0.0 0.0 -0.2
C 0.431 0.010 -4.091 0.1 -0.1 -0.3
C -0.912 -0.166 -3.787 0.0 0.0 0.0
C -1.377 0.159 -2.527 0.1 0.0 0.2
C -0.519 0.639 -1.536 0.2 -0.1 -0.4
C -1.056 0.943 -0.222 -0.1 0.1 0.6
C -0.376 0.891 0.933 -0.4 0.1 -0.6
N -0.886 1.294 2.170 0.3 0.0 0.3
C -2.177 1.580 2.506 0.1 -0.1 0.0
O -3.118 1.467 1.744 0.0 0.1 -0.1
C -2.348 2.044 3.913 -0.2 0.1 0.3
C -1.531 1.625 4.960 0.0 0.0 -0.1
C -1.762 2.085 6.245 0.0 0.0 0.1
C -2.801 2.965 6.497 0.0 0.0 0.0
C -3.626 3.375 5.462 0.0 0.0 0.0
C -3.405 2.911 4.179 0.1 -0.1 -0.1
C 1.062 0.480 1.092 -0.1 -0.3 0.2
O 1.865 1.257 1.590 0.0 0.3 0.1
N 1.400 -0.782 0.766 0.1 0.1 0.0
C 0.513 -1.845 0.370 -0.3 -0.3 -0.1
C 0.893 -2.384 -1.021 -0.1 0.1 -0.1
N 2.258 -2.014 -1.340 0.2 -0.1 0.2
C 2.721 -2.655 -2.546 0.0 0.0 0.0
C 3.117 -2.232 -0.195 -0.1 0.0 0.0
C 2.794 -1.171 0.864 0.3 0.1 0.1
C 0.823 0.845 -1.871 -0.2 0.0 -0.1
C 1.290 0.535 -3.127 -0.1 -0.1 -0.2
H -0.735 -1.749 -6.317 -0.1 0.0 -0.1
H -0.963 -0.020 -6.735 -0.1 0.0 -0.1
H 0.150 -1.033 -7.680 0.0 0.0 -0.1
H -1.605 -0.554 -4.517 0.0 0.0 -0.1
H -2.423 0.016 -2.297 -0.1 0.0 0.0
H -2.096 1.235 -0.187 0.0 0.0 0.1
H -0.166 1.476 2.857 -0.2 0.1 -0.1
H -0.732 0.918 4.790 0.1 0.0 0.0
H -1.128 1.752 7.054 0.0 0.0 0.1
H -2.972 3.325 7.501 0.0 0.0 0.1
H -4.442 4.054 5.656 -0.1 0.1 0.0
H -4.042 3.210 3.361 -0.1 0.0 -0.1
H 0.607 -2.649 1.113 -0.1 0.1 -0.1
H -0.517 -1.493 0.378 0.1 -0.1 0.1
H 0.245 -1.958 -1.790 0.0 -0.1 0.0
H 0.757 -3.482 -1.029 0.0 0.1 0.0
H 2.056 -2.384 -3.365 0.0 0.0 -0.1
H 2.749 -3.754 -2.464 0.0 0.0 0.0
H 3.721 -2.295 -2.781 0.1 0.0 -0.1
H 2.992 -3.248 0.223 0.1 0.0 -0.1
H 4.158 -2.125 -0.505 0.0 0.0 0.1
H 3.388 -0.268 0.708 0.0 -0.2 0.0
H 3.011 -1.552 1.870 0.0 0.1 0.0
H 1.496 1.275 -1.147 0.1 0.1 0.0
H 2.327 0.693 -3.380 0.2 0.0 0.0
```
Positions in Å, forces in eV/Å.

Results
HOMO energy = -7.68 eV
Total energy = -42620.813 eV
HOMO-LUMO gap = 8.07 eV
M = 395.528 g mol⁻¹
Net charge = 0
Structure (SMILES) = CSc1ccc(/C=C(/NC(=O)c2ccccc2)C(=O)N2CCN(C)CC2)cc1
Energy above the lowest of the compared OMol25 structures with the same formula, charge and spin = 3.2 kcal/mol

[3]
Below is a single C22H25N3O6S molecule, with properties calculated with the ωB97M-V functional and the def2-TZVPD basis.

Structure (XYZ):
```
57
Properties=species:S:1:pos:R:3:forces:R:3
C 2.647 -2.217 -3.680 0.0 -0.2 -0.1
O 2.723 -0.925 -3.127 0.1 0.3 0.2
C 1.578 -0.325 -2.706 -0.2 0.2 0.1
C 1.737 0.918 -2.090 0.0 -0.1 -0.2
C 0.641 1.605 -1.614 0.1 0.0 -0.1
C -0.630 1.073 -1.757 -0.2 -0.1 -0.1
C -0.802 -0.153 -2.377 -0.1 0.2 0.0
C -2.176 -0.777 -2.442 0.1 0.2 0.2
N -2.295 -1.765 -1.382 -0.2 -0.2 -0.4
C -2.448 -1.397 -0.095 0.0 -0.6 0.3
O -2.792 -0.295 0.270 -0.1 0.4 0.1
C -2.080 -2.529 0.873 -0.2 0.1 0.0
N -0.669 -2.834 0.691 -0.2 -0.1 0.2
C -0.330 -3.968 0.025 0.4 -0.1 -0.1
O -1.147 -4.735 -0.442 0.0 -0.2 -0.1
C 1.170 -4.200 -0.065 0.0 -0.5 0.1
O 1.880 -3.031 -0.415 0.0 0.3 -0.1
C 1.547 -1.934 0.326 0.0 0.2 0.3
C 2.472 -0.904 0.433 -0.2 -0.2 0.1
C 2.165 0.223 1.173 0.1 -0.1 0.1
C 0.943 0.298 1.811 -0.2 0.4 0.4
S 0.558 1.726 2.822 0.3 -0.4 -0.5
O 1.786 2.223 3.373 0.1 0.1 -0.2
O -0.489 1.352 3.732 -0.2 0.0 -0.2
N 0.041 2.820 1.649 0.6 -0.7 0.5
C -1.388 2.757 1.396 -0.6 -0.2 0.0
C -2.025 3.665 2.456 -0.1 0.0 -0.1
C -0.936 4.712 2.750 0.0 0.1 0.0
C 0.302 4.210 1.983 0.3 0.6 0.3
C 0.006 -0.709 1.703 0.0 -0.1 0.1
C 0.290 -1.834 0.940 0.5 0.2 -0.1
C 0.302 -0.859 -2.842 0.2 -0.1 -0.1
H 3.671 -2.493 -3.923 -0.1 0.0 0.0
H 2.044 -2.230 -4.594 0.0 0.0 0.0
H 2.242 -2.931 -2.957 0.0 0.0 0.0
H 2.734 1.316 -1.995 0.2 0.1 0.0
H 0.776 2.553 -1.118 0.0 0.1 0.1
H -1.491 1.601 -1.381 -0.1 0.1 0.1
H -2.941 -0.016 -2.275 0.0 -0.1 -0.1
H -2.352 -1.273 -3.397 0.0 0.1 0.1
H -1.969 -2.699 -1.580 0.0 0.0 0.1
H -2.639 -3.439 0.639 0.1 0.2 0.1
H -2.278 -2.230 1.903 0.0 0.0 -0.1
H 1.522 -4.583 0.906 0.0 0.1 -0.1
H 1.379 -4.943 -0.836 -0.1 0.1 0.1
H 3.415 -1.010 -0.076 0.1 0.0 -0.1
H 2.864 1.034 1.286 0.2 0.1 -0.1
H -1.563 3.154 0.392 0.0 -0.1 0.0
H -1.735 1.728 1.438 -0.2 0.0 -0.2
H -2.235 3.076 3.347 -0.1 0.0 0.0
H -2.951 4.112 2.100 0.0 0.0 0.0
H -1.226 5.706 2.409 0.0 0.0 0.1
H -0.727 4.762 3.817 0.0 0.1 0.0
H 0.436 4.760 1.046 0.0 -0.1 0.1
H 1.221 4.261 2.563 0.0 0.2 -0.1
H -0.928 -0.588 2.224 -0.2 -0.1 0.0
H 0.150 -1.820 -3.311 0.0 -0.1 -0.1
```
Positions in Å, forces in eV/Å.

Results
HOMO energy = -8.56 eV
Total energy = -50810.637 eV
HOMO-LUMO gap = 9.07 eV
M = 459.524 g mol⁻¹
Net charge = 0
Structure (SMILES) = COc1cccc(CNC(=O)CN2C(=O)COc3ccc(S(=O)(=O)N4CCCC4)cc32)c1
Energy above the lowest of the compared OMol25 structures with the same formula, charge and spin = 42.0 kcal/mol

[4]
Below is 2 unconnected molecules or ions with the total composition C22H25N4, with properties calculated with the ωB97M-V functional and the def2-TZVPD basis.

Structure (XYZ):
```
51
Properties=species:S:1:pos:R:3:forces:R:3
C -6.019 -0.492 -0.258 0.2 0.2 0.0
N -4.996 -1.118 -1.070 -0.5 -0.1 0.0
C -5.465 -2.203 -1.908 0.2 0.0 0.0
C -3.658 -0.713 -1.035 0.6 0.2 0.0
C -2.730 -1.362 -0.183 -0.3 0.2 -0.4
C -1.402 -0.977 -0.173 0.3 -0.1 -0.3
C -0.927 0.051 -1.031 -1.1 0.0 0.1
C 0.465 0.369 -1.135 0.4 -1.0 -0.1
C 1.478 -0.574 -0.978 0.0 0.5 0.3
C 2.916 -0.309 -0.935 0.2 -0.5 -0.4
C 3.644 0.870 -0.894 0.5 0.0 0.0
C 5.049 0.789 -0.946 -0.5 -0.1 0.0
C 5.699 -0.454 -1.050 -0.5 -0.3 0.0
C 4.965 -1.656 -1.084 0.1 0.3 0.1
C 3.581 -1.556 -1.006 -0.1 0.9 -0.1
N 2.594 -2.558 -1.049 -1.9 0.8 0.2
C 2.816 -3.982 -1.216 -0.1 -0.6 -0.1
C 1.357 -1.993 -0.995 1.4 -0.4 -0.3
C -1.885 0.747 -1.820 0.7 0.1 0.2
C -3.212 0.367 -1.838 -0.2 -0.5 0.4
H -5.573 0.305 0.349 -0.2 -0.2 -0.1
H -6.811 -0.065 -0.893 0.1 0.0 0.2
H -6.488 -1.234 0.409 0.1 0.2 0.0
H -4.627 -2.619 -2.480 -0.3 0.0 0.1
H -5.917 -2.999 -1.295 0.1 0.1 -0.2
H -6.236 -1.841 -2.608 0.2 -0.1 0.1
H -3.088 -2.173 0.458 0.1 0.3 -0.2
H -0.699 -1.484 0.489 -0.2 0.3 0.0
H 0.763 1.367 -1.459 -0.1 -0.1 0.2
H 3.103 1.813 -0.811 0.4 -0.1 0.0
H 5.639 1.706 -0.907 -0.2 -0.3 0.0
H 6.789 -0.485 -1.102 -0.4 0.0 0.0
H 5.434 -2.635 -1.164 0.1 0.4 0.0
H 3.889 -4.177 -1.257 -0.3 0.0 0.0
H 2.371 -4.547 -0.386 0.2 0.3 -0.1
H 2.342 -4.338 -2.142 0.3 0.2 0.2
H 0.451 -2.594 -1.059 0.4 0.1 -0.1
H -1.535 1.571 -2.442 -0.1 -0.2 0.1
H -3.936 0.878 -2.476 0.3 -0.2 0.2
C 0.265 3.353 5.046 -0.1 -0.1 0.1
N 0.698 3.296 3.654 0.1 -0.2 -0.6
C 0.283 2.380 2.708 1.1 1.4 0.0
N 0.883 2.615 1.548 -0.3 -0.3 0.1
C 1.705 3.713 1.724 -0.7 -0.4 1.3
C 1.601 4.146 3.035 -0.4 -0.8 -0.7
H 0.777 4.181 5.545 -0.1 -0.2 -0.1
H -0.819 3.510 5.116 0.3 0.0 -0.1
H 0.505 2.418 5.571 0.0 0.3 -0.2
H -0.438 1.607 2.951 0.2 0.1 -0.2
H 2.311 4.127 0.933 -0.1 -0.1 0.0
H 2.086 4.958 3.544 0.0 0.0 0.2
```
Positions in Å, forces in eV/Å.

Results
HOMO energy = -10.63 eV
Total energy = -29173.043 eV
HOMO-LUMO gap = 5.98 eV
M = 345.470 g mol⁻¹
Net charge = +1
Energy above the lowest of the compared OMol25 structures with the same formula, charge and spin = 14.5 kcal/mol

[5]
Below is a molecular structure, C22H25NO3RhSSe2, with properties calculated with the ωB97M-V functional and the def2-TZVPD basis.

Structure (XYZ):
```
55
Properties=species:S:1:pos:R:3:forces:R:3
Rh -0.235 0.037 0.116 0.3 0.3 1.7
C -3.197 -3.036 1.149 0.0 0.2 0.2
C -2.405 -3.989 1.776 0.1 0.2 0.0
C -1.130 -3.646 2.190 -0.1 0.2 0.0
C -0.665 -2.355 1.954 0.0 -0.2 0.2
N -1.461 -1.441 1.380 1.2 1.0 -1.6
C -2.684 -1.762 0.981 -0.6 -0.3 -0.1
C 0.687 -1.884 2.258 0.2 0.5 -0.5
C 1.465 -2.451 3.263 0.0 0.1 -0.1
C 2.722 -1.949 3.538 0.1 0.1 0.0
C 3.234 -0.902 2.785 -0.2 -0.3 0.1
C 2.477 -0.349 1.762 -0.3 0.5 -0.7
C 1.192 -0.806 1.491 -1.4 0.2 -0.1
H -4.189 -3.274 0.802 -0.1 0.0 0.0
H -2.774 -4.990 1.938 0.0 -0.1 0.0
H -0.481 -4.375 2.650 0.0 0.0 0.0
H -3.273 -0.975 0.522 0.1 -0.1 -0.1
H 1.074 -3.272 3.845 0.0 0.0 0.1
H 3.306 -2.381 4.336 0.1 0.0 0.1
H 4.223 -0.522 2.995 0.1 0.1 0.0
H 2.906 0.447 1.161 -0.1 0.0 0.1
C 2.646 3.198 -0.386 -0.3 -0.4 0.2
Se 1.113 2.216 -1.161 0.3 0.0 0.4
C -0.239 3.593 -0.805 -0.1 -0.4 0.0
C -0.812 3.524 0.594 -0.1 0.2 0.2
Se -1.877 1.881 0.892 1.1 0.0 0.8
C -1.689 1.853 2.843 -0.1 0.0 0.0
H 2.847 4.088 -0.981 -0.2 -0.1 -0.1
H 3.506 2.538 -0.443 0.0 -0.1 0.0
H 2.469 3.478 0.647 0.0 0.0 0.1
H -1.018 3.417 -1.546 0.1 0.1 0.0
H 0.237 4.560 -0.990 -0.1 -0.1 0.1
H -1.493 4.367 0.759 0.0 -0.2 0.0
H -0.030 3.544 1.360 -0.2 -0.1 -0.1
H -2.141 2.742 3.279 0.0 0.0 -0.1
H -0.639 1.789 3.114 0.0 0.0 -0.1
H -2.213 0.969 3.202 0.0 0.0 -0.1
C 4.293 0.971 -5.141 0.0 -0.1 0.0
C 2.980 0.629 -4.514 -0.1 0.1 0.0
C 1.797 1.140 -5.036 -0.1 0.0 0.1
C 0.577 0.810 -4.474 0.0 0.0 -0.1
C 0.547 -0.025 -3.376 -0.6 -0.3 0.2
C 1.707 -0.531 -2.820 0.1 -0.3 0.0
C 2.923 -0.213 -3.406 -0.2 0.0 0.0
S -1.035 -0.221 -2.582 0.3 0.3 -0.7
O -2.049 -0.487 -3.545 0.0 0.0 0.0
O -0.883 -1.269 -1.537 0.6 -0.4 0.1
O -1.183 1.088 -1.870 -0.5 -0.6 0.5
H 4.169 1.752 -5.886 0.1 0.1 0.0
H 4.708 0.096 -5.640 0.1 0.0 0.0
H 5.007 1.300 -4.388 0.1 0.0 0.0
H 1.825 1.810 -5.882 0.0 0.0 -0.1
H -0.353 1.182 -4.872 -0.1 0.1 -0.1
H 1.651 -1.171 -1.946 0.1 0.0 -0.1
H 3.838 -0.627 -3.008 0.1 0.0 0.1
```
Positions in Å, forces in eV/Å.

Results
HOMO energy (spin up / spin down) = -11.53 / -11.65 eV
Total energy = -175381.030 eV
HOMO-LUMO gap (spin up / spin down) = 7.02 / 6.77 eV
M = 644.339 g mol⁻¹
Net charge = +1
Energy above the lowest of the compared OMol25 structures with the same formula, charge and spin = 68.2 kcal/mol

[6]
Below is a molecular structure, C22H26As2N3O9RhS3, with properties calculated with the ωB97M-V functional and the def2-TZVPD basis.

Structure (XYZ):
```
66
Properties=species:S:1:pos:R:3:forces:R:3
Rh -1.740 0.140 0.864 -0.1 -0.9 -1.4
C -3.361 -3.255 1.222 0.0 -0.1 0.1
C -4.031 -2.190 0.433 -0.4 -0.2 -0.2
N -3.618 -0.958 0.303 1.2 0.9 0.3
C -4.506 -0.155 -0.378 -0.3 -0.3 -0.2
C -5.607 -0.813 -0.823 0.1 0.1 0.0
S -5.546 -2.452 -0.354 0.4 0.1 0.2
C -4.223 1.265 -0.393 -0.2 0.3 -0.2
C -4.936 2.272 -0.956 0.2 -0.1 0.0
S -4.305 3.787 -0.478 0.3 -0.3 0.3
C -3.096 3.006 0.464 -0.3 0.3 -0.1
N -3.169 1.705 0.384 1.3 -0.7 0.6
C -2.134 3.761 1.304 0.0 0.1 -0.1
H -2.363 -2.938 1.503 0.0 -0.1 0.0
H -3.317 -4.193 0.671 0.0 0.0 0.0
H -3.931 -3.437 2.135 0.0 0.0 0.0
H -6.444 -0.412 -1.371 0.0 0.0 0.0
H -5.792 2.195 -1.606 0.0 0.0 0.0
H -2.670 4.318 2.074 0.0 -0.1 0.0
H -1.587 4.482 0.697 0.0 0.0 0.0
H -1.438 3.072 1.779 0.0 0.1 0.1
C 3.096 1.055 3.961 0.1 0.2 0.3
O 2.429 0.703 2.730 0.0 -0.1 -0.2
C 3.213 0.387 1.688 0.4 0.1 -0.1
O 4.407 0.384 1.689 -0.1 0.0 0.0
C 2.321 0.120 0.514 -0.2 -0.5 0.3
C 2.731 -0.471 -0.614 -0.3 0.1 0.0
As 1.787 -0.501 -2.352 0.2 0.4 -0.9
C 2.286 -2.233 -3.115 0.0 -0.1 0.3
C 0.152 -0.744 -1.265 0.6 1.2 0.4
C -0.436 0.421 -0.814 -0.7 -1.1 -2.2
As 0.607 1.001 0.916 -0.6 0.3 0.4
C 1.229 2.824 0.664 -0.2 0.1 0.1
C -0.667 1.566 -1.754 0.3 0.3 -0.6
O -1.030 2.650 -1.367 0.1 0.1 0.2
O -0.496 1.261 -3.031 -0.2 -0.2 0.1
C -0.707 2.328 -3.978 -0.1 0.2 -0.1
C 0.064 -1.874 -0.330 0.1 -1.0 0.5
O -0.635 -1.847 0.686 -0.5 1.4 0.5
O 0.773 -2.925 -0.632 -0.3 0.3 -0.2
C 0.652 -4.078 0.228 0.0 -0.4 0.3
C 4.157 -0.840 -0.946 0.1 0.1 -0.2
O 4.615 -0.348 -1.950 0.0 -0.1 0.2
O 4.707 -1.727 -0.164 -0.2 -0.2 0.3
C 6.088 -2.079 -0.415 0.2 0.0 -0.1
H 2.308 1.288 4.669 0.0 0.0 -0.1
H 3.738 1.920 3.805 0.0 0.0 -0.1
H 3.698 0.219 4.309 0.0 0.0 -0.1
H 3.103 -2.048 -3.808 0.0 0.1 0.0
H 1.436 -2.627 -3.669 0.0 0.0 0.0
H 2.599 -2.943 -2.355 0.0 -0.1 0.0
H 2.020 2.828 -0.085 0.0 -0.1 0.0
H 1.621 3.168 1.622 0.0 -0.1 0.0
H 0.413 3.466 0.355 0.0 -0.1 0.0
H -0.653 1.869 -4.959 0.0 0.0 0.0
H 0.070 3.083 -3.871 0.0 -0.1 0.0
H -1.677 2.791 -3.814 0.0 -0.1 0.0
H 1.431 -4.766 -0.082 0.0 0.1 -0.1
H -0.325 -4.539 0.090 0.0 0.1 0.0
H 0.781 -3.795 1.270 0.0 0.1 0.0
H 6.520 -2.299 0.556 0.0 0.0 0.0
H 6.607 -1.252 -0.891 0.0 0.0 0.0
H 6.125 -2.957 -1.055 -0.1 0.0 0.0
O -0.052 1.507 3.444 0.3 0.2 0.1
S -1.238 0.731 3.871 -0.5 -0.2 -1.2
N -2.059 0.128 2.775 -0.8 -0.3 2.5
```
Positions in Å, forces in eV/Å.

Results
HOMO energy = -14.04 eV
Total energy = -203307.066 eV
HOMO-LUMO gap = 5.81 eV
M = 825.413 g mol⁻¹
Net charge = +2